{
  "formula": "C4H14N2O",
  "method": "ωB97M-V/def2-TZVPD",
  "homo_ev": -8.34,
  "lumo_energy_ev": 0.5,
  "smiles": "CC(C)NCN.O",
  "species": ["C", "C", "C", "N", "C", "N", "H", "H", "H", "H", "H", "H", "H", "H", "H", "H", "H", "H", "O", "H", "H"],
  "positions_angstrom": [[1.31, -0.69, 1.31], [1.19, -0.20, -0.21], [2.26, 0.74, -0.79], [-0.21, 0.43, -0.37], [-1.12, -0.48, -1.13], [-1.66, -1.75, -0.75], [2.07, -1.54, 1.29], [1.78, 0.22, 1.82], [0.31, -1.01, 1.60], [1.06, -1.23, -0.68], [3.11, 0.09, -0.93], [1.95, 1.23, -1.72], [2.53, 1.66, -0.23], [-0.76, 0.80, 0.49], [-2.05, 0.17, -1.27], [-0.89, -0.49, -2.25], [-2.00, -1.70, 0.23], [-0.83, -2.42, -0.50], [-2.32, 1.80, 1.27], [-3.28, 1.58, 1.65], [-2.45, 2.80, 1.20]]
}

=====

{
  "formula": "C3H8NS",
  "method": "ωB97M-V/def2-TZVPD",
  "s2": 0.75,
  "homo_ev": [-9.54, -9.13],
  "lumo_energy_ev": [0.9, -2.0],
  "spin_multiplicity": 2,
  "species": ["C", "S", "H", "H", "H", "C", "C", "N", "H", "H", "H", "H", "H"],
  "positions_angstrom": [[0.48, -0.90, 1.94], [1.97, -1.63, 1.18], [0.74, 0.04, 2.44], [-0.42, -0.90, 1.36], [0.38, -1.58, 2.79], [-1.00, 0.81, -0.46], [0.38, 0.54, -2.24], [-0.26, 1.40, -1.58], [-0.29, 0.50, 0.30], [-1.58, -0.11, -0.63], [-1.78, 1.41, 0.02], [1.02, 0.94, -3.04], [0.36, -0.53, -2.09]]
}

=====

{
  "formula": "C30H56BF4GeN5O7Tl",
  "method": "ωB97M-V/def2-TZVPD",
  "s2": 0.75,
  "homo_ev": -1.00,
  "charge": -2,
  "lumo_energy_ev": 3.8,
  "spin_multiplicity": 2,
  "species": ["Tl", "C", "C", "C", "C", "O", "Ge", "O", "C", "C", "C", "C", "O", "C", "C", "C", "C", "H", "H", "H", "H", "H", "H", "H", "H", "H", "H", "H", "H", "H", "H", "H", "H", "H", "H", "H", "H", "H", "H", "H", "H", "H", "H", "H", "N", "C", "C", "C", "O", "O", "H", "H", "H", "H", "H", "H", "O", "C", "C", "C", "C", "C", "C", "C", "N", "C", "C", "N", "H", "H", "H", "H", "H", "H", "H", "O", "H", "H", "C", "C", "N", "C", "C", "C", "C", "N", "H", "H", "H", "H", "H", "H", "H", "H", "H", "H", "H", "H", "H", "H", "F", "B", "F", "F", "F"],
  "positions_angstrom": [[-1.39, -0.11, -0.18], [2.97, -3.32, -4.24], [2.03, -2.14, -4.08], [2.64, -0.75, -4.36], [0.75, -2.37, -4.94], [1.54, -2.02, -2.66], [2.44, -2.38, -1.20], [1.71, -3.59, -0.21], [1.83, -4.95, 0.00], [1.89, -5.71, -1.35], [3.09, -5.17, 0.84], [0.54, -5.37, 0.74], [2.51, -0.92, -0.22], [3.63, -0.10, 0.31], [4.79, -0.92, 0.83], [4.04, 0.92, -0.79], [2.94, 0.58, 1.51], [3.31, -3.51, -5.29], [2.47, -4.26, -3.95], [3.88, -3.25, -3.64], [3.00, -0.65, -5.40], [3.50, -0.63, -3.69], [1.97, 0.06, -4.14], [1.03, -2.57, -5.96], [0.08, -1.48, -4.85], [0.29, -3.28, -4.53], [2.75, -5.45, -1.95], [0.96, -5.31, -1.83], [1.83, -6.77, -1.21], [3.98, -5.03, 0.25], [3.11, -6.15, 1.32], [3.01, -4.43, 1.64], [-0.36, -5.25, 0.11], [0.34, -4.75, 1.60], [0.63, -6.41, 0.98], [5.22, -1.41, 0.00], [4.44, -1.66, 1.56], [5.47, -0.26, 1.31], [4.72, 0.40, -1.53], [4.70, 1.68, -0.24], [3.12, 1.33, -1.28], [2.80, -0.16, 2.30], [1.97, 0.97, 1.15], [3.59, 1.41, 1.91], [-3.67, -0.89, -1.20], [-3.58, -1.53, -2.51], [-2.24, -2.06, -2.87], [-1.65, -3.03, -1.86], [-1.02, -4.03, -2.33], [-1.82, -2.82, -0.65], [-3.69, -1.61, -0.51], [-4.48, -0.25, -1.12], [-3.99, -0.77, -3.27], [-4.42, -2.32, -2.63], [-1.65, -1.14, -3.01], [-2.27, -2.55, -3.86], [0.01, 0.10, 2.97], [0.11, 0.00, 4.23], [1.21, 0.68, 4.96], [1.33, 0.49, 6.31], [0.32, -0.25, 6.98], [-0.63, -0.97, 6.29], [-0.84, -0.87, 4.93], [-2.00, -1.47, 4.22], [-2.00, -1.85, 2.94], [-3.25, -2.43, 2.72], [-3.99, -2.38, 3.90], [-3.17, -1.83, 4.85], [1.90, 1.30, 4.46], [2.11, 0.92, 6.89], [0.26, -0.18, 8.08], [-1.22, -1.65, 6.87], [-3.51, -3.01, 1.85], [-5.00, -2.63, 4.16], [-3.42, -1.42, 5.73], [0.65, 2.33, 0.08], [-0.12, 2.77, 0.49], [0.43, 2.13, -0.84], [-3.08, 7.94, 0.10], [-3.73, 6.55, 0.15], [-2.79, 5.47, -0.08], [-1.99, 5.59, -1.31], [-0.59, 6.12, -1.09], [-2.43, 4.52, 0.81], [-2.64, 4.89, 2.28], [-1.94, 3.35, 0.52], [-3.84, 8.72, 0.34], [-2.63, 8.09, -0.88], [-2.24, 8.02, 0.85], [-4.48, 6.41, -0.69], [-4.21, 6.35, 1.11], [-2.58, 6.24, -2.02], [-1.91, 4.63, -1.83], [0.04, 5.41, -0.56], [-0.54, 7.09, -0.49], [-0.14, 6.25, -2.07], [-3.66, 4.60, 2.58], [-2.47, 5.95, 2.42], [-1.98, 4.35, 2.94], [-1.93, 3.16, -0.47], [-0.90, 0.79, -3.81], [-0.54, 1.78, -2.94], [0.71, 1.38, -2.35], [-0.48, 2.97, -3.57], [-1.52, 1.74, -1.89]]
}

=====

{
  "formula": "C3H4O2",
  "method": "ωB97M-V/def2-TZVPD",
  "homo_ev": -9.44,
  "lumo_energy_ev": 0.3,
  "smiles": "O=C[C@H]1CO1",
  "species": ["O", "C", "C", "C", "O", "H", "H", "H", "H"],
  "positions_angstrom": [[-0.66, -1.78, 1.23], [-0.63, -0.58, 1.11], [0.43, 0.22, 0.58], [0.35, 0.44, -1.06], [0.21, 1.41, -0.06], [-1.44, -0.02, 1.60], [1.29, -0.44, -0.08], [1.14, 0.66, -1.78], [-0.59, 0.11, -1.50]]
}

=====

{
  "formula": "C15H26BClN2NaO3PS",
  "method": "ωB97M-V/def2-TZVPD",
  "homo_ev": -7.85,
  "lumo_energy_ev": -1.8,
  "species": ["C", "C", "B", "O", "P", "S", "Cl", "C", "C", "C", "C", "O", "C", "O", "C", "C", "C", "N", "C", "C", "C", "N", "C", "C", "H", "H", "H", "H", "H", "H", "H", "H", "H", "H", "H", "H", "H", "H", "H", "H", "H", "H", "H", "H", "H", "H", "H", "H", "H", "H", "Na"],
  "positions_angstrom": [[3.54, 1.64, 2.40], [2.60, 1.69, 1.18], [1.14, 1.13, 1.50], [0.55, 1.64, 2.65], [0.12, -0.19, 0.41], [-0.12, -1.62, 2.25], [-0.90, -1.95, -0.77], [-1.54, 0.62, 0.79], [-2.84, 0.28, 0.05], [-3.66, -0.85, 0.69], [-4.21, -1.91, -0.27], [-4.66, -1.30, -1.49], [-4.14, -1.73, -2.65], [-3.72, -2.83, -2.88], [0.36, 0.80, -1.27], [-0.12, 2.22, -1.42], [-1.55, 2.48, -1.84], [0.63, 3.24, -1.28], [1.76, -1.22, 0.03], [2.70, -1.50, 1.02], [3.84, -2.26, 0.76], [4.13, -2.76, -0.44], [3.25, -2.50, -1.41], [2.08, -1.77, -1.23], [4.58, 1.83, 2.12], [3.50, 0.69, 2.93], [3.27, 2.43, 3.11], [3.08, 1.19, 0.33], [2.47, 2.75, 0.91], [1.03, 1.44, 3.46], [-0.26, -0.73, 3.24], [-1.36, 1.70, 0.77], [-1.72, 0.40, 1.84], [-2.70, 0.12, -1.02], [-3.46, 1.19, 0.10], [-4.50, -0.42, 1.25], [-3.03, -1.39, 1.40], [-5.08, -2.40, 0.18], [-3.48, -2.69, -0.49], [-4.15, -0.92, -3.39], [1.45, 0.88, -1.44], [-0.04, 0.21, -2.10], [-1.98, 1.63, -2.37], [-2.19, 2.69, -0.98], [-1.56, 3.35, -2.50], [1.57, 2.95, -1.00], [2.54, -1.15, 2.03], [4.53, -2.47, 1.56], [3.47, -2.92, -2.39], [1.40, -1.64, -2.07], [3.39, -0.10, -2.24]]
}

=====

{
  "formula": "C12H46N10O11",
  "method": "ωB97M-V/def2-TZVPD",
  "homo_ev": -9.91,
  "lumo_energy_ev": 0.3,
  "smiles": "NC(N)=O.NC(N)=O.NC(N)=O.NC(N)=O.NC(N)=O.CCO.CO.CO.CO.CO.CO",
  "species": ["N", "C", "N", "O", "H", "H", "H", "H", "N", "C", "N", "O", "H", "H", "H", "H", "N", "C", "N", "O", "H", "H", "H", "H", "N", "C", "N", "O", "H", "H", "H", "H", "N", "C", "N", "O", "H", "H", "H", "H", "C", "C", "O", "H", "H", "H", "H", "H", "H", "C", "O", "H", "H", "H", "H", "C", "O", "H", "H", "H", "H", "C", "O", "H", "H", "H", "H", "C", "O", "H", "H", "H", "H", "C", "O", "H", "H", "H", "H"],
  "positions_angstrom": [[-1.89, 3.84, -2.68], [-1.83, 2.49, -2.91], [-0.79, 1.85, -2.40], [-2.72, 2.00, -3.57], [-2.80, 4.26, -2.70], [-1.35, 4.10, -1.90], [-0.76, 0.82, -2.54], [-0.15, 2.18, -1.64], [1.95, -0.52, 0.26], [1.12, -1.62, -0.01], [-0.23, -1.30, 0.04], [1.57, -2.72, -0.26], [1.54, 0.39, 0.34], [2.94, -0.71, 0.32], [-0.53, -0.40, 0.40], [-0.80, -1.80, -0.58], [-4.39, -1.42, -2.10], [-3.88, -1.88, -0.94], [-2.88, -2.73, -1.02], [-4.16, -1.39, 0.13], [-5.11, -0.73, -2.07], [-4.12, -1.65, -3.04], [-2.65, -3.18, -0.11], [-2.52, -3.20, -1.85], [-0.81, 4.16, 0.17], [0.31, 3.85, 0.87], [0.25, 2.60, 1.49], [1.25, 4.59, 1.10], [-1.67, 3.94, 0.72], [-0.78, 5.14, -0.14], [-0.64, 2.21, 1.70], [1.00, 2.44, 2.11], [-2.67, 0.03, 2.20], [-3.00, 1.27, 1.52], [-3.98, 1.29, 0.61], [-2.37, 2.26, 1.90], [-3.09, -0.82, 1.85], [-1.74, 0.03, 2.58], [-4.41, 0.41, 0.37], [-4.27, 2.22, 0.41], [1.29, -6.02, 1.04], [0.09, -5.03, 1.18], [-0.67, -5.02, -0.03], [1.82, -5.67, 0.14], [0.93, -7.04, 0.88], [2.04, -5.93, 1.81], [0.42, -4.02, 1.43], [-0.60, -5.41, 1.96], [-0.04, -5.00, -0.77], [-3.03, -0.77, -5.96], [-2.93, -0.92, -4.57], [-3.12, -1.78, -6.42], [-3.95, -0.20, -6.25], [-2.18, -0.19, -6.31], [-2.99, 0.00, -4.18], [4.25, 1.06, 3.56], [3.11, 0.97, 2.70], [4.48, 0.11, 3.97], [5.21, 1.39, 3.16], [4.04, 1.74, 4.40], [3.07, 1.92, 2.30], [0.63, 0.57, 4.67], [0.60, -0.22, 3.51], [0.71, 1.66, 4.58], [-0.28, 0.34, 5.24], [1.47, 0.24, 5.34], [1.45, -0.30, 3.04], [3.82, -1.07, -2.27], [3.99, -1.97, -1.22], [4.67, -0.38, -2.28], [3.83, -1.57, -3.21], [2.93, -0.44, -2.20], [3.11, -2.28, -0.93], [4.01, 2.95, 0.21], [3.65, 3.31, 1.60], [4.64, 2.08, 0.31], [3.08, 2.79, -0.39], [4.57, 3.75, -0.24], [2.98, 4.05, 1.55]]
}

=====

{
  "formula": "C32H37AlBBrCa2Cl2F6IN2O8",
  "method": "ωB97M-V/def2-TZVPD",
  "homo_ev": -9.65,
  "charge": 1,
  "lumo_energy_ev": -7.4,
  "species": ["C", "C", "C", "C", "C", "C", "C", "C", "O", "C", "C", "C", "C", "C", "I", "C", "C", "C", "C", "N", "C", "C", "C", "C", "C", "O", "Cl", "C", "C", "N", "C", "C", "C", "O", "H", "H", "H", "H", "H", "H", "H", "H", "H", "H", "H", "H", "H", "H", "H", "H", "H", "H", "H", "H", "H", "H", "H", "H", "H", "H", "H", "H", "H", "H", "Ca", "F", "Cl", "Ca", "C", "O", "O", "O", "H", "O", "C", "O", "C", "C", "C", "H", "H", "H", "H", "H", "H", "Br", "B", "F", "F", "F", "F", "Al", "F"],
  "positions_angstrom": [[-2.53, -2.90, 2.01], [-3.67, -2.29, 2.95], [-4.08, -0.88, 2.28], [-3.13, 0.30, 2.73], [-3.96, 1.28, 3.65], [-2.35, 0.98, 1.57], [-1.28, 1.79, 1.89], [-0.41, 2.48, 0.79], [0.06, 3.57, 0.92], [-0.24, 1.62, -0.52], [1.00, 1.65, -1.32], [2.23, 2.58, -0.99], [2.33, 3.81, -1.99], [0.98, 4.56, -2.28], [0.38, 4.38, -4.40], [1.10, 0.75, -2.50], [2.44, 0.79, -3.28], [2.65, 1.51, -4.55], [3.94, 1.44, -5.21], [5.12, 0.81, -4.85], [4.90, 0.18, -3.64], [3.70, 0.08, -2.84], [-0.07, -0.14, -2.85], [0.09, -1.11, -4.09], [0.20, -2.61, -3.54], [-0.09, -3.53, -4.22], [0.71, -3.01, -1.81], [-1.33, -0.13, -2.05], [-2.53, -1.07, -2.41], [-3.61, -0.43, -3.17], [-3.19, -0.01, -4.53], [-1.41, 0.76, -0.87], [-2.67, 0.82, 0.06], [-3.79, 0.77, -0.38], [-2.91, -3.78, 1.43], [-1.64, -3.13, 2.64], [-2.25, -2.13, 1.24], [-3.35, -2.18, 4.04], [-4.56, -2.96, 2.83], [-4.11, -1.07, 1.18], [-5.11, -0.62, 2.64], [-2.36, -0.16, 3.40], [-4.60, 2.00, 3.03], [-4.59, 0.66, 4.34], [-3.23, 1.81, 4.31], [-0.96, 1.96, 2.94], [2.25, 2.91, 0.08], [3.18, 1.98, -1.15], [3.02, 4.61, -1.54], [2.83, 3.50, -2.96], [0.15, 4.28, -1.59], [1.15, 5.65, -2.13], [1.83, 2.11, -4.99], [4.01, 2.00, -6.19], [5.80, -0.34, -3.23], [3.74, -0.51, -1.89], [1.04, -0.93, -4.65], [-0.75, -1.04, -4.83], [-2.98, -1.45, -1.45], [-2.23, -1.99, -2.98], [-3.97, 0.41, -2.72], [-3.38, -0.85, -5.24], [-2.16, 0.43, -4.59], [-3.90, 0.81, -4.84], [1.93, -1.22, -0.37], [-3.57, -3.45, 4.84], [-6.21, 3.03, 3.29], [4.79, 5.15, -1.52], [7.70, -0.83, -0.99], [8.38, 0.18, -0.89], [8.42, -1.96, -1.26], [6.42, -0.98, -0.87], [9.28, -1.49, -1.28], [1.46, -3.25, 2.29], [2.25, -3.74, 3.07], [3.45, -3.19, 3.36], [4.18, -4.06, 4.24], [3.12, -4.91, 4.91], [2.06, -5.03, 3.83], [4.88, -4.65, 3.65], [4.74, -3.47, 4.96], [3.50, -5.87, 5.26], [2.71, -4.39, 5.77], [2.25, -5.86, 3.15], [1.06, -5.09, 4.25], [6.18, -1.11, -6.01], [-9.41, 4.26, 5.63], [-10.49, 4.40, 6.53], [-8.39, 5.19, 5.96], [-8.89, 2.93, 5.71], [-9.86, 4.50, 4.30], [6.14, -1.67, 0.80], [0.43, 5.80, -0.28]]
}

=====

{
  "formula": "C16H15BeBrS",
  "method": "ωB97M-V/def2-TZVPD",
  "homo_ev": 1.80,
  "charge": -2,
  "lumo_energy_ev": 4.7,
  "species": ["C", "C", "C", "H", "C", "C", "H", "H", "H", "H", "Be", "Br", "C", "C", "C", "H", "C", "C", "H", "H", "H", "H", "S", "C", "C", "C", "C", "C", "C", "H", "H", "H", "H", "H"],
  "positions_angstrom": [[-1.57, -1.05, -1.25], [-1.98, -1.49, 0.02], [-1.86, -0.38, 0.95], [-2.43, -2.45, 0.32], [-1.46, 0.78, 0.23], [-1.25, 0.42, -1.13], [-1.54, 1.25, -1.81], [-1.71, -1.66, -2.16], [-2.07, -0.44, 2.03], [-1.27, 1.81, 0.61], [0.50, -0.28, -2.08], [2.48, -0.99, -0.90], [1.68, 0.48, -3.39], [0.49, 1.23, -3.53], [-0.56, 0.34, -3.94], [0.41, 2.34, -3.48], [0.00, -0.97, -4.02], [1.37, -0.89, -3.70], [2.07, -1.64, -3.93], [2.64, 0.91, -3.36], [-1.59, 0.63, -4.26], [-0.54, -1.85, -4.40], [0.91, -1.34, 1.07], [0.84, -0.34, 2.41], [0.74, -1.04, 3.64], [0.61, -0.35, 4.84], [0.56, 1.07, 4.85], [0.64, 1.77, 3.62], [0.82, 1.07, 2.42], [0.70, -2.13, 3.59], [0.52, -0.93, 5.77], [0.43, 1.62, 5.81], [0.53, 2.88, 3.66], [0.87, 1.62, 1.50]]
}

=====

{
  "formula": "C21H28N4O5S",
  "method": "ωB97M-V/def2-TZVPD",
  "homo_ev": -7.80,
  "lumo_energy_ev": 0.6,
  "smiles": "O=C(CNCc1ccco1)Nc1cc(S(=O)(=O)N2CCOCC2)ccc1N1CCCC1",
  "species": ["O", "C", "C", "N", "C", "C", "C", "C", "C", "O", "N", "C", "C", "C", "S", "O", "O", "N", "C", "C", "O", "C", "C", "C", "C", "C", "N", "C", "C", "C", "C", "H", "H", "H", "H", "H", "H", "H", "H", "H", "H", "H", "H", "H", "H", "H", "H", "H", "H", "H", "H", "H", "H", "H", "H", "H", "H", "H", "H"],
  "positions_angstrom": [[-0.80, -1.77, 0.92], [-1.06, -1.68, -0.26], [-2.45, -1.96, -0.83], [-2.72, -1.07, -1.95], [-2.91, 0.32, -1.56], [-4.06, 0.55, -0.61], [-5.37, 0.18, -0.66], [-5.96, 0.65, 0.53], [-4.97, 1.27, 1.22], [-3.81, 1.21, 0.54], [-0.16, -1.36, -1.22], [1.05, -0.68, -0.91], [1.13, 0.65, -1.28], [2.17, 1.45, -0.85], [2.13, 3.18, -1.25], [1.39, 3.35, -2.47], [3.46, 3.72, -1.15], [1.24, 3.93, -0.06], [-0.19, 3.70, -0.02], [-0.56, 2.65, 1.03], [-0.02, 2.99, 2.29], [1.39, 3.07, 2.24], [1.84, 4.14, 1.24], [3.15, 0.92, -0.03], [3.11, -0.42, 0.31], [2.08, -1.27, -0.14], [2.11, -2.59, 0.15], [1.38, -3.63, -0.56], [2.19, -4.90, -0.29], [2.70, -4.64, 1.13], [3.08, -3.17, 1.07], [-2.46, -2.99, -1.20], [-3.17, -1.88, -0.01], [-3.54, -1.39, -2.45], [-2.01, 0.68, -1.06], [-3.06, 0.90, -2.47], [-5.86, -0.36, -1.45], [-6.98, 0.54, 0.83], [-4.95, 1.77, 2.17], [-0.58, -1.14, -2.12], [0.36, 1.09, -1.90], [-0.50, 3.40, -1.02], [-0.68, 4.65, 0.24], [-1.64, 2.59, 1.17], [-0.18, 1.66, 0.73], [1.72, 3.32, 3.25], [1.81, 2.09, 1.95], [2.92, 4.13, 1.09], [1.53, 5.13, 1.60], [3.95, 1.55, 0.31], [3.89, -0.82, 0.93], [0.37, -3.73, -0.15], [1.31, -3.39, -1.62], [3.02, -4.98, -0.98], [1.58, -5.80, -0.36], [3.55, -5.28, 1.39], [1.90, -4.80, 1.85], [3.01, -2.68, 2.05], [4.10, -3.05, 0.68]]
}

=====

{
  "formula": "C2H3N2O2",
  "method": "ωB97M-V/def2-TZVPD",
  "homo_ev": -15.32,
  "charge": 1,
  "lumo_energy_ev": -9.0,
  "species": ["C", "C", "N", "N", "O", "O", "H", "H", "H"],
  "positions_angstrom": [[1.15, -0.35, 0.36], [-0.61, -0.92, -1.27], [2.27, 0.09, 0.10], [0.23, -0.72, -0.51], [-2.01, 0.62, 0.21], [3.33, 0.52, -0.05], [0.72, -0.46, 1.37], [-2.16, 0.34, -0.74], [-2.93, 0.88, 0.53]]
}

=====

{
  "formula": "C4H12NO3",
  "method": "ωB97M-V/def2-TZVPD",
  "homo_ev": -3.51,
  "charge": -1,
  "lumo_energy_ev": 3.7,
  "species": ["C", "C", "C", "O", "N", "C", "O", "H", "H", "H", "H", "H", "H", "H", "H", "H", "H", "H", "H", "O"],
  "positions_angstrom": [[0.65, 0.77, -1.58], [-0.71, 0.66, -0.83], [-0.80, 1.63, 0.33], [-0.57, 2.99, -0.03], [-1.05, -0.73, -0.52], [-0.25, -1.26, 0.70], [0.98, -0.81, 0.77], [1.41, 1.03, -0.85], [0.75, -0.17, -2.10], [0.55, 1.62, -2.27], [-1.47, 0.97, -1.56], [-0.10, 1.30, 1.11], [-1.82, 1.59, 0.72], [0.34, 3.04, -0.36], [-2.00, -0.68, -0.14], [-0.34, -2.36, 0.57], [-0.91, -1.01, 1.56], [1.77, -2.03, 1.36], [1.41, -3.57, 1.54], [2.14, -2.96, 1.59]]
}